{
  "formula": "C16H23MnN5O6",
  "method": "wB97M-V/def2-TZVPD",
  "elements": ["Mn", "C", "O", "C", "C", "O", "C", "H", "H", "H", "H", "H", "H", "H", "H", "H", "H", "C", "C", "C", "C", "C", "C", "O", "N", "C", "O", "N", "C", "O", "H", "H", "H", "H", "H", "H", "H", "H", "H", "H", "H", "N", "C", "O", "C", "C", "N", "C", "N", "H", "H"],
  "positions_angstrom": [[-0.506092, -0.508107, 0.098665], [-0.025956, 2.578109, -0.358277], [-0.302057, 1.497634, 0.548281], [-1.004648, 1.855327, 1.758986], [-2.365814, 1.189011, 1.720914], [-2.101978, -0.205733, 1.522322], [-3.267586, -1.044468, 1.690411], [0.637256, 3.292917, 0.126245], [-0.954474, 3.067622, -0.655494], [0.466127, 2.148867, -1.226741], [-1.080916, 2.938305, 1.830133], [-0.409703, 1.474652, 2.588781], [-2.974479, 1.564162, 0.891964], [-2.903022, 1.330434, 2.659090], [-3.647194, -0.912241, 2.703434], [-2.950309, -2.070054, 1.538923], [-4.030960, -0.781294, 0.960708], [-0.673537, -5.510142, 0.822113], [0.230698, -5.668781, -0.394517], [1.252935, -4.511952, -0.598134], [2.309595, -4.915615, -1.649583], [3.373507, -3.849776, -1.869146], [1.971852, -4.316935, 0.728894], [2.672864, -5.141308, 1.236823], [1.769704, -3.085464, 1.402752], [0.972343, -2.139811, 0.907353], [0.715470, -1.034325, 1.507229], [0.363594, -2.203642, -0.271435], [0.499561, -3.296057, -1.139503], [0.065396, -3.245150, -2.251091], [-1.431445, -6.293015, 0.827618], [-1.210498, -4.559776, 0.806912], [-0.109935, -5.600361, 1.751457], [-0.354895, -5.740743, -1.310604], [0.815674, -6.584623, -0.300750], [1.774965, -5.124568, -2.575599], [2.765688, -5.846128, -1.311971], [2.934625, -2.900455, -2.185674], [4.064910, -4.159029, -2.651564], [3.964261, -3.677878, -0.966231], [2.213025, -2.957449, 2.302364], [-2.999580, 1.137683, -2.396882], [-2.633536, -0.060389, -1.905152], [-1.426245, -0.151847, -1.422688], [-3.490457, -1.154897, -1.904177], [-3.036460, -2.351660, -1.323327], [-2.660801, -3.332835, -0.848575], [-4.788928, -1.031300, -2.448704], [-5.846463, -0.836779, -2.863101], [-2.257223, 1.761493, -2.659208], [-3.857699, 1.197421, -2.925911]],
  "atomic_forces_ev_per_a": [[-0.3, -0.1, 0.0], [0.0, 0.0, -0.1], [0.0, -0.1, 0.2], [-0.1, -0.1, 0.1], [0.2, 0.1, -0.1], [0.0, 0.0, -0.1], [0.0, 0.0, 0.1], [0.0, 0.0, 0.0], [0.0, 0.0, 0.0], [0.0, 0.0, 0.0], [0.0, 0.0, 0.0], [0.0, 0.0, 0.0], [0.0, 0.0, 0.0], [0.0, 0.0, 0.0], [0.0, 0.0, 0.0], [0.0, 0.0, 0.0], [0.0, 0.0, -0.1], [0.0, 0.0, -0.1], [0.1, 0.0, 0.0], [0.0, -0.2, 0.0], [-0.1, 0.0, 0.0], [0.0, 0.0, 0.0], [0.0, -0.1, -0.1], [0.0, 0.1, 0.0], [-0.2, 0.1, -0.1], [0.3, -0.3, -0.1], [0.0, 0.3, 0.3], [0.0, 0.1, 0.3], [0.0, -0.1, -0.4], [0.0, -0.1, 0.0], [0.0, 0.0, 0.0], [0.0, 0.0, 0.0], [0.0, 0.0, 0.0], [0.0, 0.0, 0.0], [0.0, 0.0, 0.0], [0.0, 0.0, 0.0], [0.0, 0.0, 0.0], [0.0, 0.0, 0.0], [0.0, 0.0, 0.0], [0.0, 0.0, 0.0], [0.0, 0.0, 0.1], [0.0, 0.1, 0.0], [-0.6, -0.7, -0.1], [0.4, 0.4, -0.2], [0.4, 0.6, 0.1], [0.0, -0.6, 0.0], [0.0, 0.2, 0.2], [-0.4, 0.1, 0.0], [0.2, 0.0, 0.0], [0.0, 0.1, 0.0], [0.0, 0.0, 0.0]],
  "lowdin_charge": [1.16, -0.02, -0.29, -0.11, -0.14, -0.27, -0.01, 0.11, 0.10, 0.10, 0.15, 0.15, 0.14, 0.15, 0.11, 0.09, 0.10, -0.08, -0.15, -0.29, -0.16, -0.06, -0.38, 0.17, 0.26, -0.48, -0.02, 0.10, -0.42, 0.15, 0.09, 0.04, 0.08, 0.13, 0.13, 0.13, 0.13, 0.08, 0.09, 0.08, 0.19, 0.21, -0.43, -0.13, -0.19, -0.19, 0.21, -0.20, 0.18, 0.12, 0.12],
  "e_tot_ha": -2499.54388,
  "s_squared": 6.055,
  "e_homo_ev": [-11.63, -11.64],
  "total_charge": 1,
  "relative_energy_ev": 0.000,
  "spin_multiplicity": 5
}

{
  "formula": "C16H23MnNO3P2",
  "method": "wB97M-V/def2-TZVPD",
  "elements": ["Mn", "O", "C", "O", "C", "O", "N", "C", "C", "H", "H", "H", "H", "C", "C", "H", "H", "H", "C", "P", "C", "C", "C", "C", "C", "C", "C", "P", "C", "C", "H", "H", "H", "H", "H", "H", "H", "H", "H", "H", "H", "H", "H", "H", "H", "H"],
  "positions_angstrom": [[1.045402, -1.151069, 0.744664], [0.407554, 2.502142, -3.153105], [-0.129262, 1.631175, -3.805862], [1.030467, 0.425048, -1.748474], [0.945345, -0.209373, -2.776623], [1.226237, -1.522845, -2.953642], [0.527340, 0.362169, -3.980192], [1.012875, -1.856230, -4.382621], [0.339240, -0.668402, -5.024164], [0.434325, -2.784203, -4.382545], [1.976857, -2.045480, -4.868734], [-0.690302, -0.924040, -5.267120], [0.835425, -0.390836, -5.950686], [-1.511048, 1.727365, -4.254257], [-2.134116, 2.910922, -4.090445], [-1.991620, 0.810213, -4.619199], [-1.629812, 3.822816, -3.712035], [-3.174806, 3.050285, -4.377347], [-1.033959, 1.890116, 0.320211], [-0.739032, 0.342381, 1.178014], [-2.229864, -0.671739, 1.075190], [-0.532696, 0.730863, 2.955620], [-1.314557, 1.679929, 3.604637], [-1.150859, 1.911824, 4.982738], [-0.195703, 1.222802, 5.736410], [0.592283, 0.259962, 5.087110], [0.416488, -0.000657, 3.731087], [1.419839, -1.322624, 2.970206], [3.114253, -1.216357, 3.478704], [0.622528, -2.889204, 3.288677], [-0.655507, 1.800202, -0.708510], [-0.473796, 2.697608, 0.812276], [-2.107124, 2.138527, 0.317413], [-2.130600, -1.567831, 1.705756], [-3.107182, -0.096565, 1.405573], [-2.358284, -0.989671, 0.029299], [-2.086350, 2.232322, 3.064186], [-1.780567, 2.663423, 5.459722], [-0.035391, 1.396484, 6.809852], [1.371029, -0.268071, 5.643949], [3.187696, -1.538764, 4.524408], [3.710951, -1.891869, 2.848770], [3.486327, -0.189247, 3.346120], [1.109476, -3.345047, 4.156196], [-0.438970, -2.730836, 3.509610], [0.687372, -3.557518, 2.417362]],
  "atomic_forces_ev_per_a": [[0.5, 0.7, -3.0], [-0.1, -0.9, -0.8], [0.6, 0.9, 0.8], [0.3, -1.6, 1.6], [0.1, 0.3, -2.1], [-0.3, 0.9, -0.3], [-0.1, -0.7, 0.8], [0.8, -1.0, 0.4], [-0.3, 0.5, 0.2], [0.0, 0.3, -0.1], [-0.1, 0.0, 0.5], [-0.3, 0.4, 0.2], [0.0, 0.1, 0.1], [-0.8, 0.6, -0.2], [0.0, -0.1, -0.4], [0.0, 0.7, 0.0], [-0.1, -0.9, -0.3], [0.2, -0.2, 0.1], [-0.1, 0.5, -0.4], [-0.6, 0.6, 0.8], [-0.5, -0.1, -0.1], [0.4, -0.6, 0.4], [0.0, 0.0, 0.5], [0.0, 0.1, 0.0], [0.1, -0.3, -0.4], [-0.1, 0.3, 0.2], [0.0, 0.1, -0.3], [-0.4, 1.1, 0.4], [0.7, -0.4, 0.6], [-0.1, -0.8, 0.5], [-0.2, 0.1, 0.2], [-0.1, -0.2, -0.1], [0.4, -0.1, 0.0], [-0.1, 0.3, -0.2], [0.2, -0.2, -0.1], [-0.1, 0.1, 0.3], [0.3, -0.1, 0.1], [0.2, -0.2, -0.1], [-0.3, 0.1, -0.6], [-0.3, 0.1, -0.1], [0.3, 0.2, -0.1], [-0.1, 0.2, 0.3], [-0.2, -0.3, 0.1], [-0.3, -0.3, -0.1], [0.2, 0.0, 0.1], [0.2, 0.0, 0.4]],
  "lowdin_charge": [0.90, 0.12, -0.41, 0.05, -0.49, 0.03, 0.08, -0.07, -0.08, 0.14, 0.14, 0.12, 0.14, -0.07, 0.10, 0.11, 0.10, 0.08, -0.21, 0.80, -0.24, -0.37, -0.06, -0.02, -0.02, -0.07, -0.37, 0.75, -0.23, -0.23, 0.03, 0.08, 0.07, 0.05, 0.07, 0.06, 0.12, 0.13, 0.13, 0.12, 0.07, 0.07, 0.08, 0.07, 0.07, 0.05],
  "e_tot_ha": -2737.08333,
  "s_squared": 8.761,
  "e_homo_ev": [-15.12, -15.14],
  "total_charge": 2,
  "spin_multiplicity": 6
}

{
  "formula": "C16H23N2O3S2",
  "method": "wB97M-V/def2-TZVPD",
  "elements": ["O", "C", "O", "C", "C", "N", "C", "S", "C", "N", "C", "S", "C", "C", "C", "C", "O", "H", "H", "H", "H", "H", "H", "H", "H", "H", "C", "C", "C", "C", "C", "C", "H", "H", "H", "H", "H", "H", "H", "H", "H", "H", "H", "H", "H", "H"],
  "positions_angstrom": [[3.194916, 0.777423, 3.167903], [3.173488, 1.127745, 2.028178], [3.479870, 2.365339, 1.636027], [2.751670, 0.145421, 0.962404], [1.462672, 0.278571, 0.430370], [0.599273, 1.298059, 0.866907], [-0.111890, 1.079832, 1.846363], [-1.035859, 0.843175, 3.048767], [1.049371, -0.613264, -0.526672], [1.897013, -1.571495, -0.936834], [3.138223, -1.740483, -0.441830], [3.999450, -3.115203, -1.100126], [3.604212, -0.877983, 0.548812], [4.968603, -1.049803, 1.147445], [6.048666, -0.618570, 0.135762], [7.524284, -1.117582, 0.404091], [6.868153, 0.312005, 0.621187], [3.735055, 2.410053, 0.705212], [0.063713, -0.563897, -0.960467], [1.560212, -2.214975, -1.643735], [5.208500, -2.557374, -1.206331], [5.096390, -2.106729, 1.374793], [5.126022, -0.415021, 2.010337], [5.744782, -0.603459, -0.915194], [7.147604, -1.793064, 1.208570], [8.441637, -0.923285, 0.956149], [-7.107546, 0.765128, -0.244072], [-6.138522, 0.932119, -1.411043], [-5.148068, -0.222810, -1.550184], [-4.215385, -0.413985, -0.353140], [-3.372897, 0.808586, 0.005856], [-2.422828, 1.239299, -1.109335], [-6.588737, 0.745771, 0.715839], [-7.819198, 1.589890, -0.211660], [-7.675992, -0.161665, -0.340191], [-5.603376, 1.880704, -1.310852], [-6.711344, 1.004296, -2.337967], [-4.555079, -0.074447, -2.457406], [-5.704151, -1.151461, -1.706756], [-3.547672, -1.257688, -0.565009], [-4.799498, -0.709537, 0.521803], [-2.788051, 0.574119, 0.900968], [-4.017401, 1.647848, 0.276607], [-1.748236, 0.421219, -1.384697], [-1.810298, 2.087469, -0.799399], [-2.961754, 1.539705, -2.007442]],
  "atomic_forces_ev_per_a": [[-0.2, 0.1, 0.0], [0.1, -0.2, 0.3], [0.2, -0.1, 0.1], [0.1, 0.2, -0.5], [0.0, 0.2, 0.0], [0.1, -0.6, 0.3], [-0.1, 0.3, -0.2], [0.0, 0.1, 0.2], [0.0, 0.0, 0.1], [-0.2, 0.2, 0.2], [0.2, -0.1, -0.2], [-0.2, -0.4, 0.0], [-0.2, 0.3, 0.3], [0.1, -0.3, -1.2], [0.8, -0.2, -1.6], [-2.3, 0.0, 2.5], [0.0, -0.3, 0.8], [-0.2, 0.1, -0.1], [0.0, -0.1, -0.1], [0.2, 0.0, -0.1], [0.1, 0.1, 0.1], [0.0, 0.0, 0.3], [-0.1, -0.2, 0.3], [0.1, 0.5, 0.0], [0.3, 0.4, 0.6], [1.3, 0.1, -2.0], [0.0, 0.1, 0.0], [-0.1, -0.1, 0.0], [0.0, 0.0, 0.0], [0.0, 0.0, 0.0], [0.1, -0.1, 0.0], [0.0, 0.1, 0.1], [0.0, 0.0, 0.0], [0.0, 0.0, 0.0], [0.0, 0.0, 0.0], [0.0, 0.0, 0.0], [0.0, 0.0, 0.0], [0.0, 0.0, 0.0], [0.0, 0.0, 0.0], [0.0, 0.0, 0.0], [0.0, 0.0, 0.0], [-0.1, 0.0, -0.1], [0.0, 0.0, 0.0], [-0.1, 0.0, -0.1], [0.0, 0.0, 0.0], [0.0, 0.0, 0.0]],
  "lowdin_charge": [0.19, -0.49, 0.18, 0.03, -0.17, 0.12, -0.73, 0.92, 0.06, 0.09, -0.51, 0.96, -0.13, -0.07, -0.39, 0.05, -0.04, 0.14, 0.14, 0.17, -0.10, 0.13, 0.14, 0.13, 0.07, 0.13, -0.11, -0.27, -0.23, -0.23, -0.27, -0.11, 0.06, 0.07, 0.08, 0.10, 0.11, 0.10, 0.11, 0.11, 0.10, 0.04, 0.11, 0.04, 0.07, 0.07],
  "e_tot_ha": -1754.66935,
  "e_homo_ev": -12.57,
  "total_charge": 1,
  "spin_multiplicity": 1
}

{
  "formula": "C16H23N3O2S",
  "method": "wB97M-V/def2-TZVPD",
  "elements": ["C", "C", "O", "C", "C", "C", "C", "N", "C", "S", "N", "C", "C", "C", "N", "C", "C", "O", "C", "C", "C", "C", "H", "H", "H", "H", "H", "H", "H", "H", "H", "H", "H", "H", "H", "H", "H", "H", "H", "H", "H", "H", "H", "H", "H"],
  "positions_angstrom": [[1.745625, -0.391157, 5.738011], [0.836565, -0.894028, 4.643006], [-0.078854, -1.653806, 4.876366], [1.109147, -0.418586, 3.266774], [2.189776, 0.395879, 2.924339], [2.384806, 0.785368, 1.617927], [1.511828, 0.374890, 0.604659], [1.764569, 0.810436, -0.686959], [1.457501, 0.264200, -1.903293], [1.814992, 1.158219, -3.251364], [0.959684, -0.975842, -1.959856], [0.551073, -1.605295, -3.190288], [-0.781785, -1.079543, -3.730345], [-1.953520, -1.216614, -2.759789], [-1.922719, -0.327905, -1.600519], [-1.958347, 1.079606, -1.985522], [-2.022614, 1.964232, -0.742416], [-3.160389, 1.682790, 0.036323], [-3.146792, 0.335108, 0.439516], [-3.082985, -0.611787, -0.759613], [0.403841, -0.405552, 0.948664], [0.220997, -0.795650, 2.257288], [1.411498, -0.792255, 6.691349], [1.723587, 0.695617, 5.776047], [2.767796, -0.714529, 5.553000], [2.890556, 0.725183, 3.674922], [3.226333, 1.413422, 1.362544], [2.347445, 1.634499, -0.769016], [0.755589, -1.457191, -1.099731], [1.324133, -1.419034, -3.942811], [0.485906, -2.678772, -3.003379], [-0.654441, -0.042100, -4.034126], [-1.022639, -1.655025, -4.625758], [-1.977033, -2.241599, -2.374301], [-2.885513, -1.055775, -3.332308], [-1.053118, 1.330067, -2.538158], [-2.835183, 1.291086, -2.621382], [-2.098509, 3.013475, -1.031934], [-1.112900, 1.819576, -0.139739], [-4.072381, 0.170088, 0.994206], [-2.291784, 0.158397, 1.107583], [-3.014487, -1.642750, -0.401894], [-4.017555, -0.505782, -1.338704], [-0.343547, -0.650519, 0.208505], [-0.631302, -1.399457, 2.533268]],
  "atomic_forces_ev_per_a": [[-0.2, -0.2, 0.2], [0.1, 0.0, 0.3], [0.0, 0.1, 0.0], [-0.2, 0.0, -0.6], [-0.3, -0.1, 0.1], [0.0, 0.0, -0.2], [-0.1, -0.3, 0.5], [0.1, 0.3, 0.1], [0.2, -0.3, -0.1], [0.1, 0.4, -0.6], [0.2, 0.2, 0.6], [-0.2, 0.1, -0.6], [0.0, -0.1, 0.3], [0.1, 0.0, -0.2], [-0.2, 0.0, 0.0], [0.1, 0.2, 0.3], [0.2, 0.0, -0.4], [-0.2, 0.1, 0.0], [-0.1, -0.3, -0.1], [0.0, 0.2, 0.2], [0.1, 0.0, -0.1], [0.2, 0.0, 0.3], [0.0, 0.0, 0.0], [0.1, 0.1, 0.0], [0.1, 0.0, 0.0], [0.1, 0.0, 0.1], [0.1, 0.0, 0.0], [-0.2, -0.2, -0.1], [0.0, 0.1, -0.1], [-0.1, -0.1, 0.1], [0.0, 0.0, 0.0], [0.0, 0.0, -0.1], [0.0, 0.0, -0.1], [-0.1, 0.0, 0.0], [0.0, 0.0, 0.1], [0.0, 0.1, -0.1], [0.0, 0.0, 0.0], [0.1, -0.1, 0.0], [0.0, 0.0, -0.1], [0.1, -0.1, 0.0], [-0.1, 0.0, 0.0], [-0.1, 0.0, 0.0], [0.0, 0.0, 0.0], [-0.1, 0.0, -0.1], [-0.1, 0.0, 0.0]],
  "lowdin_charge": [-0.02, -0.41, 0.08, -0.16, -0.02, -0.01, -0.23, 0.05, -0.85, 0.65, 0.02, -0.21, -0.17, -0.20, -0.18, -0.16, -0.18, -0.12, -0.19, -0.17, -0.03, 0.00, 0.08, 0.09, 0.09, 0.11, 0.12, 0.12, 0.12, 0.09, 0.12, 0.07, 0.12, 0.12, 0.12, 0.09, 0.14, 0.13, 0.12, 0.13, 0.11, 0.12, 0.13, 0.08, 0.12],
  "e_tot_ha": -1336.43150,
  "smiles": "CC(=O)c1ccc(NC(=S)NCCCN2CCOCC2)cc1",
  "e_homo_ev": -8.32,
  "relative_energy_ev": 1.295,
  "spin_multiplicity": 1
}